# 1
Molecular formula: C4H12OS
Method: DFT, ωB97M-V/def2-TZVPD

Calculated values
- orbital gap (eV) = 5.14
- molecular weight (g mol⁻¹) = 108.2
- strongest force on any atom (eV/A) = 3.98

```
! RIJCOSX wB97M-V def2-TZVPD def2/J DEFGRID3
* xyz 0 1
C 1.637 0.444 0.654
C 0.766 1.522 -0.184
C -0.375 0.965 -1.077
S -1.906 0.701 -0.103
C -1.936 -1.128 -0.020
H 1.172 -0.588 0.639
H 2.601 0.391 0.275
H 1.755 0.800 1.668
H 1.523 2.146 -0.727
H 0.286 2.234 0.602
H -0.017 -0.127 -1.086
H -0.541 1.454 -2.045
H -2.512 -1.228 0.893
H -2.490 -1.427 -0.889
H -0.884 -1.296 0.082
H -0.156 0.261 1.538
H 0.680 -3.034 0.063
O 0.396 -2.092 -0.285
*
```

natural (NBO) population analysis, charges in e, atoms 1 to 6: atom 1 (C): -0.717, atom 2 (C): -0.414, atom 3 (C): -0.608, atom 4 (S): 0.440, atom 5 (C): -0.714, atom 6 (H): 0.324



# 2
Molecular formula: C33H44AuBrF4NPSi4
Method: DFT, ωB97M-V/def2-TZVPD

Calculated values
- orbital gap (eV) = 5.45
- molecular weight (g mol⁻¹) = 950.9
- strongest force on any atom (eV/A) = 1.85

```
! RIJCOSX wB97M-V def2-TZVPD def2/J DEFGRID3
* xyz 2 1
Au 0.147 -0.427 -0.322
F -5.770 -1.999 3.942
C -4.553 -1.815 3.474
C -3.487 -1.694 4.339
F -3.678 -1.761 5.644
C -2.214 -1.504 3.831
F -1.237 -1.415 4.734
C -1.950 -1.422 2.467
P -0.233 -1.142 1.938
C 0.658 -2.697 2.107
C 0.735 -3.332 3.352
C 1.439 -4.516 3.475
C 2.078 -5.071 2.372
C 2.028 -4.435 1.143
C 1.315 -3.251 1.013
C 0.464 0.003 3.146
C -0.294 1.079 3.598
C 0.243 1.970 4.513
C 1.542 1.791 4.974
C 2.306 0.729 4.511
C 1.771 -0.168 3.593
C -3.058 -1.553 1.607
Br -2.980 -1.498 -0.285
C -4.331 -1.746 2.107
F -5.379 -1.867 1.305
H 0.270 -2.898 4.227
H 1.494 -5.006 4.438
H 2.623 -6.000 2.477
H 2.537 -4.851 0.285
H 1.283 -2.769 0.044
H -1.316 1.204 3.269
H -0.356 2.793 4.879
H 1.955 2.475 5.704
H 3.315 0.586 4.874
H 2.372 -0.997 3.239
C -1.512 3.207 1.400
Si 0.009 3.437 0.375
C 1.536 3.229 1.392
C -0.053 5.072 -0.496
Si -0.106 1.791 -1.328
Si -2.076 1.966 -2.644
C -2.361 0.449 -3.683
C -1.895 3.478 -3.696
C -3.463 2.138 -1.409
Si 1.884 1.964 -2.841
C 1.747 0.648 -4.125
C 1.759 3.670 -3.501
C 3.254 1.688 -1.633
H -1.491 3.902 2.244
H -1.566 2.199 1.797
H -2.418 3.401 0.826
H 1.459 3.877 2.271
H 2.440 3.515 0.852
H 1.655 2.200 1.746
H -0.119 5.855 0.266
H -0.927 5.164 -1.142
H 0.839 5.268 -1.090
H -1.505 0.162 -4.297
H -3.192 0.649 -4.367
H -2.658 -0.403 -3.066
H -1.202 3.324 -4.524
H -1.570 4.351 -3.129
H -2.876 3.707 -4.126
H -3.242 1.630 -0.469
H -4.382 1.700 -1.809
H -3.666 3.189 -1.191
H 0.736 0.557 -4.527
H 2.080 -0.312 -3.737
H 2.400 0.898 -4.968
H 0.864 3.835 -4.098
H 2.631 3.812 -4.151
H 1.798 4.423 -2.717
H 3.065 0.810 -1.012
H 3.382 2.554 -0.983
H 4.200 1.535 -2.164
N 0.076 -1.553 -2.356
C 0.714 -2.843 -2.463
C -0.053 -3.977 -2.239
C 0.529 -5.230 -2.353
C 1.873 -5.349 -2.678
C 2.639 -4.207 -2.880
C 2.064 -2.949 -2.766
H -0.930 -1.648 -2.451
H 0.394 -0.893 -3.055
H -1.105 -3.882 -1.991
H -0.075 -6.115 -2.202
H 2.324 -6.328 -2.774
H 3.686 -4.294 -3.136
H 2.667 -2.064 -2.917
*
```

Mulliken population analysis, charges in e, atoms 1 to 6: atom 1 (Au): 1.894, atom 2 (F): -0.253, atom 3 (C): 0.628, atom 4 (C): 0.323, atom 5 (F): -0.255, atom 6 (C): -0.030



What relative energy (zero: lowest compared OMol25 entry of this formula, charge and spin) values result from the calculations? In sequence: 8.216; 0.736 eV.